No. 1
Computed, not measured: 40 unconnected molecules or ions with the total composition H80O40 at a distorted geometry, with ωB97M-V/def2-TZVPD.

Calculated total energy in eV: -83189.0189
HOMO in eV: -10.508
Energy relative to the best compared isomer or geometry (same formula, charge and spin) in kJ/mol: 1620.6

Structure (ORCA input):
```
! wB97M-V def2-TZVPD RIJCOSX def2/J DEFGRID3
* xyz 0 1
H 0.3158 0.3664 1.7980
H -1.1236 -0.5029 2.1492
O -0.0594 -0.4390 1.9866
H 4.3554 1.5923 4.9379
H 3.6217 2.7853 4.4625
O 3.8138 1.9121 4.3810
H -4.5216 0.8838 -4.2559
H -4.3953 -0.1958 -3.1052
O -3.9943 0.2530 -3.8336
H 0.6490 5.8081 -2.9571
H 0.0026 5.1283 -1.7983
O 0.0606 5.8606 -2.2492
H 2.5091 -3.6042 1.5095
H 1.9382 -4.7651 2.4842
O 1.9029 -4.4711 1.5896
H -1.9798 1.3955 2.5169
O -2.1270 0.9492 3.3151
H 2.1819 1.2376 -3.9448
O 2.9564 0.6995 -4.2687
H 1.6453 5.1872 0.7708
H 0.9711 3.7360 0.4938
O 1.0300 4.5319 1.0007
H 3.8069 -4.2837 -0.9117
H 3.5170 -4.6383 -2.4170
O 4.1843 -4.1941 -1.8018
H 2.0934 1.8352 1.4277
H 1.4778 2.0336 0.2252
O 1.5668 1.2909 0.9782
H 2.2553 4.7049 -3.7415
H 1.4378 3.6566 -3.9283
O 2.3307 3.8674 -3.2877
H -2.5837 4.4780 0.9690
O -1.8380 4.6960 0.2514
H -3.8868 -3.3611 4.2748
H -2.4360 -3.2403 4.2662
O -3.2850 -2.6619 4.2597
H -1.2194 -4.6731 -4.2019
H 0.1323 -4.5544 -3.9558
O -0.4573 -5.1945 -4.0805
H -5.4054 -0.3070 0.1159
H -6.4705 -1.1030 0.8334
O -6.1395 -0.8264 -0.1306
H 4.9260 1.1811 -1.3705
H 4.9809 1.1435 -3.0611
O 4.4617 1.1972 -2.2763
H -2.0770 -2.6978 0.6618
H -2.8239 -3.2169 1.7750
O -2.4959 -2.3981 1.4985
H -3.4270 2.2144 -1.8322
H -2.9614 1.2057 -0.5603
O -3.7658 1.6042 -1.1239
H -0.8404 -4.8432 -0.9838
O -1.1004 -4.0337 -0.5949
H -3.4495 -3.7371 -4.3055
H -2.5697 -2.6694 -3.5273
O -2.5169 -3.3368 -4.1717
H -1.3513 3.2026 5.2983
O -0.8535 2.6435 4.8654
H -4.3968 0.1530 3.9574
H -3.5303 -0.0314 2.6795
O -4.5168 0.1654 2.9418
H 0.8342 -0.3992 0.0047
H 1.8779 -1.0356 -1.0992
O 0.9879 -0.8445 -0.8714
H 3.0893 -1.9571 4.1298
H 1.8002 -2.4100 4.5868
O 2.7495 -2.4352 4.7841
H 1.7913 -0.4909 4.7730
H 2.0167 0.7564 3.6581
O 2.0306 -0.2786 3.8070
H 5.4234 -3.6418 1.3917
H 4.8551 -2.4583 0.8638
O 4.6185 -3.2918 0.9584
H -4.5468 -1.3489 -1.2573
H -3.4042 -2.6291 -1.2165
O -3.6789 -1.6968 -1.5157
H 5.6928 3.1177 2.3277
H 4.9876 1.6618 2.0501
O 5.7063 2.3124 1.8459
H -4.1942 3.4876 0.3667
H -4.7396 2.0928 0.3927
O -4.3942 2.7879 0.9721
H -2.3230 0.5339 -3.0971
H -2.4656 -0.4575 -1.9363
O -1.7045 0.0429 -2.4098
H 2.6613 4.8156 4.0152
H 1.0859 4.4512 3.8255
O 1.8627 4.9118 3.5416
H 3.7261 0.2983 3.1935
O 3.8797 0.4901 2.2004
H -4.5600 -2.3820 1.2460
H -4.7993 -1.5963 2.5487
O -5.1692 -2.1378 1.9882
H -0.9809 -3.2190 -1.0083
H -1.3229 0.3460 3.4114
H -1.4684 2.0387 4.6623
H 3.0598 0.2704 -3.4231
H -1.1947 4.7296 0.9052
H 3.2609 0.0730 1.6467
O 0.4078 -2.4489 -4.5281
H 0.6453 -1.7910 -3.8137
H 0.8596 -2.0443 -5.3355
O -2.3346 -0.9724 -5.8813
H -2.2945 -1.8984 -5.5970
H -3.1470 -0.6211 -5.4676
O 3.3768 2.8576 -0.6844
H 4.0232 3.4451 -0.5083
H 3.2365 3.3102 -1.5286
O 0.3303 -2.6225 3.4032
H 0.5697 -1.8000 2.9503
H 0.6630 -3.2790 2.8066
O 3.5891 -1.0377 -1.1513
H 3.2753 -1.1651 -2.1486
H 3.8749 -0.0419 -1.0274
O -0.5064 0.8876 -5.6152
H -0.8940 1.1673 -6.3291
H -0.8619 -0.1150 -5.4458
O -0.8354 1.0542 -0.2486
H -1.4572 0.5135 0.0505
H -0.6101 0.6193 -1.0707
*
```

No. 2
Computed, not measured: a molecular structure, C4H6O7Rb at a distorted geometry, with ωB97M-V/def2-TZVPD.

Calculated total energy in eV: -19233.5695
HOMO in eV: -1.538
Energy relative to the best compared isomer or geometry (same formula, charge and spin) in kJ/mol: 104.2

Structure (ORCA input):
```
! wB97M-V def2-TZVPD RIJCOSX def2/J DEFGRID3
* xyz -1 1
O 1.9172 2.3894 -2.5270
C 2.5072 1.2329 -2.4311
O 3.0953 0.8061 -3.5135
O 2.5046 0.5634 -1.3518
Rb 2.6840 3.1396 -5.3120
O 0.5036 -2.2095 2.0354
C 0.4723 -0.8006 2.0544
C -0.3282 -0.2823 0.8831
H 0.9309 -2.5319 2.8322
H 1.4843 -0.3662 1.9939
H 0.0395 -0.4236 2.9977
H -0.1137 -0.8486 -0.0339
H -0.2476 0.8130 0.8497
O -1.7918 -0.5657 1.1804
C -2.7029 -0.2065 0.3117
O -2.5164 0.4342 -0.6988
O -3.8784 -0.7208 0.6722
H -4.5599 -0.4231 0.0572
*
```

No. 3
Computed, not measured: 2 unconnected molecules or ions with the total composition C4H8N2O at a distorted geometry, with ωB97M-V/def2-TZVPD.

Calculated total energy in eV: -9302.6268
HOMO in eV: -8.967
Energy relative to the best compared isomer or geometry (same formula, charge and spin) in kJ/mol: 363.4

Structure (ORCA input):
```
! wB97M-V def2-TZVPD RIJCOSX def2/J DEFGRID3
* xyz 0 1
C -1.1972 -0.6249 1.3293
C 0.0874 0.0370 1.0040
C 1.0094 -0.5543 0.1606
O 1.1128 -1.8785 -0.1870
C 2.2240 0.1583 -0.0940
N 3.3173 0.5924 -0.1281
H -1.4848 -1.0197 2.3766
H -1.3512 -1.5026 0.7136
H -2.0800 -0.0373 0.9846
H 0.1257 1.1365 1.1473
H 1.9623 -1.8484 -0.7466
N -0.8549 1.1559 -1.5632
H -1.8173 1.2530 -2.3651
H 0.0313 1.5165 -1.9342
H -1.0848 1.6161 -0.6980
*
```

No. 4
Computed, not measured: a single C10H18N2O5 molecule at a distorted geometry, with ωB97M-V/def2-TZVPD.

Calculated total energy in eV: -23881.5444
HOMO in eV: -10.109
Energy relative to the best compared isomer or geometry (same formula, charge and spin) in kJ/mol: 23.8

Structure (ORCA input):
```
! wB97M-V def2-TZVPD RIJCOSX def2/J DEFGRID3
* xyz 0 1
C -5.1562 0.1572 -1.3807
C -3.7442 -0.3636 -1.1778
C -3.3066 -0.3320 0.2982
C -3.2660 1.0824 0.8768
C -1.9878 -1.0942 0.5419
N -1.7669 -1.5196 1.9355
C -0.7558 -0.2954 0.0608
O -0.7572 0.3201 -1.0161
N 0.3135 -0.3304 0.8758
C 1.6652 0.0891 0.5381
C 2.2857 -0.7383 -0.6198
C 3.7852 -0.9871 -0.5280
O 4.2624 -2.0043 -0.9718
O 4.5568 -0.0507 0.0339
C 1.8529 1.5814 0.2531
O 2.9241 2.1106 0.5213
O 0.8797 2.2537 -0.3475
H -5.8865 -0.3835 -0.7531
H -5.4606 0.0238 -2.4190
H -5.2458 1.2305 -1.1789
H -3.6783 -1.3894 -1.5080
H -3.0385 0.2075 -1.7520
H -4.0349 -0.9126 0.8810
H -2.6400 1.7494 0.2743
H -2.9082 1.0979 1.9099
H -4.2525 1.5284 0.9069
H -1.9649 -2.0200 -0.1039
H -2.1498 -0.8197 2.5606
H -2.2625 -2.3500 2.0797
H 0.1717 -0.9319 1.7103
H 2.2321 -0.0904 1.4395
H 2.0581 -0.2664 -1.6095
H 1.8444 -1.7525 -0.6490
H 4.0496 0.7677 0.2723
H 0.1800 1.6283 -0.6757
*
```

No. 5
Computed, not measured: a single C4H7NOS molecule at a distorted geometry, with ωB97M-V/def2-TZVPD.

Calculated total energy in eV: -18629.9699
HOMO in eV: -8.708
Energy relative to the best compared isomer or geometry (same formula, charge and spin) in kJ/mol: 441.9

Structure (ORCA input):
```
! wB97M-V def2-TZVPD RIJCOSX def2/J DEFGRID3
* xyz 0 1
C 1.0579 1.9409 0.2755
C 0.5083 1.3830 1.3870
C 0.0016 -0.0285 1.2817
C -0.0756 -0.6307 -0.0714
S 0.8812 -1.7982 -0.5374
N -1.1610 -0.2010 -0.9214
O -1.8812 0.9901 -0.7139
H 0.6524 1.2800 -0.7657
H 1.5584 2.8808 0.1937
H 0.4594 1.7001 2.5111
H 0.6576 -0.6721 1.9963
H -0.9641 -0.2359 1.8852
H -1.0900 -0.3904 -1.9899
H -1.1485 1.7070 -0.3084
*
```

Among the records above, which one has the highest HOMO?
C4H6O7Rb

Which of these has the highest energy relative to the best compared isomer or geometry (same formula, charge and spin)?
H80O40